Entry 1:
2 unconnected molecules or ions with the total composition C3H11N3O2 in a non-equilibrium geometry, computed with wB97M-V/def2-TZVPD.

SMILES   NCCNC(N)=O.O
LUMO energy   0.761 eV
Calculated total energy   -435.6688 Ha
Relative energy (zero: lowest compared OMol25 entry of this formula, charge and spin)   0.586 eV

Geometry as ORCA input:
```
! wB97M-V def2-TZVPD RIJCOSX def2/J DEFGRID3
* xyz 0 1
N 0.728 -1.467 -1.700
C -0.340 -1.545 -0.712
C -1.206 -0.293 -0.817
N -0.694 0.893 -0.086
C -0.646 0.779 1.303
N -1.639 0.057 1.925
O 0.256 1.296 1.940
H 1.251 -2.336 -1.787
H 0.241 -1.416 -2.591
H 0.049 -1.659 0.304
H -1.029 -2.406 -0.740
H -1.215 0.066 -1.831
H -2.206 -0.509 -0.525
H 0.251 1.123 -0.380
H -1.875 0.457 2.823
H -2.537 0.079 1.452
O 2.928 0.651 -1.133
H 3.615 0.707 -0.445
H 2.255 0.181 -0.615
*
```



Entry 2:
C22H21N5O3S in the gas phase in a non-equilibrium geometry, computed with wB97M-V/def2-TZVPD.

SMILES   CCOc1ccccc1NC(=O)CSc1nnc(-c2ccccn2)n1Cc1ccco1
LUMO energy   0.159 eV
Calculated total energy   -1748.6405 Ha
Relative energy (zero: lowest compared OMol25 entry of this formula, charge and spin)   3.010 eV

Geometry as ORCA input:
```
! wB97M-V def2-TZVPD RIJCOSX def2/J DEFGRID3
* xyz 0 1
C 1.165 1.370 3.097
C 0.504 1.967 1.864
O -0.493 1.061 1.430
C -1.541 1.518 0.682
C -1.620 2.768 0.092
C -2.753 3.132 -0.622
C -3.808 2.251 -0.754
C -3.734 0.988 -0.190
C -2.607 0.608 0.519
N -2.429 -0.661 1.080
C -3.214 -1.757 0.937
O -4.313 -1.777 0.429
C -2.538 -3.030 1.433
S -1.382 -3.558 0.120
C -0.015 -2.579 0.560
N 0.305 -2.195 1.775
N 1.439 -1.504 1.688
C 1.810 -1.451 0.429
C 3.005 -0.771 -0.025
C 3.866 -0.203 0.920
C 4.995 0.454 0.473
C 5.237 0.524 -0.893
C 4.328 -0.079 -1.748
N 3.243 -0.706 -1.334
N 0.905 -2.136 -0.340
C 0.778 -2.199 -1.780
C -0.176 -1.141 -2.232
C -0.002 0.197 -2.432
C -1.274 0.710 -2.782
C -2.124 -0.352 -2.757
O -1.471 -1.473 -2.421
H 2.043 1.951 3.364
H 0.468 1.374 3.932
H 1.449 0.341 2.890
H 0.054 2.937 2.107
H 1.242 2.110 1.060
H -0.801 3.464 0.175
H -2.800 4.112 -1.071
H -4.692 2.539 -1.302
H -4.546 0.289 -0.296
H -1.546 -0.759 1.569
H -1.961 -2.901 2.346
H -3.272 -3.827 1.531
H 3.632 -0.296 1.967
H 5.680 0.905 1.175
H 6.107 1.028 -1.283
H 4.468 -0.061 -2.821
H 1.768 -2.024 -2.204
H 0.395 -3.186 -2.053
H 0.919 0.736 -2.348
H -1.520 1.726 -3.011
H -3.175 -0.435 -2.946
*
```



Entry 3:
A molecular structure, Cl3IO12Sn3 in a non-equilibrium geometry, computed with wB97M-V/def2-TZVPD.

LUMO energy   -11.998 eV
Calculated total energy   -3221.1897 Ha

Geometry as ORCA input:
```
! wB97M-V def2-TZVPD RIJCOSX def2/J DEFGRID3
* xyz 2 1
Sn 1.805 0.926 2.278
Sn 2.335 -4.582 -1.832
Sn -5.907 0.792 -0.955
I -1.071 0.192 2.501
Cl 1.516 -0.723 -0.739
O 1.145 0.109 -1.832
O 2.121 -1.950 -1.320
O 2.700 -0.260 0.153
O 0.476 -0.806 0.275
Cl 3.028 -0.424 -5.678
O 4.173 -1.421 -5.526
O -4.062 2.302 -1.870
O -3.621 5.654 -3.815
O 0.177 -4.640 -1.207
Cl -0.604 4.401 5.698
O -8.027 2.729 -0.152
O 2.535 3.137 2.544
O 0.272 0.264 7.291
O 1.008 -5.701 4.187
*
```



Entry 4:
A molecular structure, C20H28F3LuO2 in a non-equilibrium geometry, computed with wB97M-V/def2-TZVPD.

LUMO energy   0.298 eV
Calculated total energy   -2464.4603 Ha
Relative energy (zero: lowest compared OMol25 entry of this formula, charge and spin)   0.000 eV

Geometry as ORCA input:
```
! wB97M-V def2-TZVPD RIJCOSX def2/J DEFGRID3
* xyz 0 1
O 0.443 0.186 -6.899
C 0.278 1.517 -7.497
C 0.265 1.004 -8.928
H 1.140 2.140 -7.225
H -0.665 2.016 -7.225
C 0.360 -0.390 -8.239
H 1.163 1.297 -9.484
H -0.675 1.169 -9.463
C 1.622 -1.126 -8.616
H 2.493 -0.481 -8.464
H 1.580 -1.401 -9.676
H 1.718 -2.027 -8.006
C -0.904 -1.224 -8.362
H -1.786 -0.653 -8.038
H -0.798 -2.120 -7.740
H -1.062 -1.534 -9.401
Lu -0.035 -0.189 -0.688
C -1.999 -0.469 0.850
C -1.561 0.886 0.899
C -1.804 1.473 -0.382
H -1.204 1.420 1.780
C -2.386 0.474 -1.223
C -2.481 -0.735 -0.469
H -2.929 -1.668 -0.817
H -1.994 -1.161 1.695
H -1.691 2.527 -0.625
H -2.788 0.656 -2.219
C 1.144 -1.611 0.966
C 0.461 -2.503 0.084
C 1.021 -2.354 -1.222
H -0.301 -3.227 0.376
C 2.056 -1.365 -1.147
C 2.109 -0.887 0.197
H 2.858 -0.210 0.599
H 1.018 -1.532 2.049
H 0.795 -2.969 -2.095
H 2.753 -1.090 -1.939
O 0.601 1.027 -2.456
C 0.018 -0.005 -3.354
C -0.598 0.799 -4.473
H -0.724 -0.674 -2.842
H 0.851 -0.622 -3.719
C 0.409 1.944 -4.612
H -1.579 1.199 -4.179
H -0.717 0.202 -5.369
C 0.669 2.317 -3.173
H 0.038 2.771 -5.219
H 1.322 1.556 -5.089
H -0.117 2.982 -2.782
H 1.656 2.747 -2.978
F 0.601 3.114 -0.017
C 1.205 1.918 0.299
F 2.467 2.011 -0.256
F 1.392 1.946 1.668
*
```



Entry 5:
2 unconnected molecules or ions with the total composition C4H3Br in a non-equilibrium geometry, computed with wB97M-V/def2-TZVPD.

LUMO energy (spin up / spin down)   -2.322 / -2.325 eV
Calculated total energy   -2727.8811 Ha
Relative energy (zero: lowest compared OMol25 entry of this formula, charge and spin)   6.564 eV

Geometry as ORCA input:
```
! wB97M-V def2-TZVPD RIJCOSX def2/J DEFGRID3
* xyz 0 1
C -0.107 1.547 -0.012
C -0.110 2.794 0.084
C 0.162 0.278 -0.044
C -0.241 -1.029 -0.118
Br -2.274 -1.175 -0.225
H 2.322 0.339 0.457
H -0.037 -1.414 0.884
H 0.286 -1.340 -1.026
*
```



Entry 6:
2 unconnected molecules or ions with the total composition C4H9NO in a non-equilibrium geometry, computed with wB97M-V/def2-TZVPD.

LUMO energy   0.086 eV
Calculated total energy   -287.6694 Ha
Relative energy (zero: lowest compared OMol25 entry of this formula, charge and spin)   4.437 eV

Geometry as ORCA input:
```
! wB97M-V def2-TZVPD RIJCOSX def2/J DEFGRID3
* xyz 0 1
C -1.800 0.748 0.172
C -1.206 1.067 -1.020
C 0.570 -0.554 -0.970
C 1.246 -0.819 1.337
N 0.099 0.627 -1.306
O -1.266 0.131 1.160
H 0.061 -0.340 1.147
H 0.747 1.303 -1.694
H -2.841 1.078 0.294
H -1.699 1.651 -1.781
H 1.591 -0.790 -1.220
H -0.141 -1.333 -0.751
H 1.530 -1.834 1.064
H 1.047 -0.814 2.414
H 2.063 -0.123 1.154
*
```



Entry 7:
2 unconnected molecules or ions with the total composition C3H10N2O3S in a non-equilibrium geometry, computed with wB97M-V/def2-TZVPD.

LUMO energy   0.468 eV
Calculated total energy   -853.5840 Ha
Relative energy (zero: lowest compared OMol25 entry of this formula, charge and spin)   3.011 eV

Geometry as ORCA input:
```
! wB97M-V def2-TZVPD RIJCOSX def2/J DEFGRID3
* xyz 0 1
C 0.711 1.836 -0.669
C 0.530 -1.246 -0.487
C -0.122 -0.058 0.161
N 1.908 -1.462 -0.017
N -0.001 0.053 1.533
O -2.328 -1.195 0.371
O -2.091 0.321 -1.666
O -2.400 1.412 0.484
S -1.865 0.006 -0.286
H -0.226 2.184 -0.697
H 1.429 2.040 0.014
H 1.013 1.382 -1.666
H -0.067 -2.172 -0.260
H 0.523 -1.277 -1.514
H 2.216 -0.448 0.206
H 2.584 -1.920 -0.673
H -2.003 1.338 1.355
H -0.752 -0.362 2.111
H 0.940 -0.431 1.700
*
```



Entry 8:
C6H2 in the gas phase in a non-equilibrium geometry, computed with wB97M-V/def2-TZVPD.

SMILES   C1=C=C=CC=C=1
LUMO energy (spin up / spin down)   -1.099 / -1.530 eV
Calculated total energy   -229.5046 Ha
Relative energy (zero: lowest compared OMol25 entry of this formula, charge and spin)   3.615 eV

Geometry as ORCA input:
```
! wB97M-V def2-TZVPD RIJCOSX def2/J DEFGRID3
* xyz 0 1
C -0.219 -1.201 -1.356
C 0.990 -0.811 -1.347
C 1.364 0.022 -0.369
C 0.541 0.545 0.555
C -0.857 0.193 0.476
C -1.353 -0.693 -0.434
H 0.987 1.254 1.362
H -1.452 0.690 1.114
*
```